1.
A 2-piece molecular cluster, C4H13N3O overall in a non-equilibrium geometry, computed with ωB97M-V/def2-TZVPD.

Properties
Orbital gap: 9.07 eV
Lowest unoccupied orbital energy: 0.33 eV
Net charge: 0
Structure (SMILES): CC(C)(C)O.[H]/N=N\N
Highest occupied orbital energy: -0.3214 Eh

Each line ends with the natural charge from an NBO analysis.
Element x y z (Å)
H (-1.09, -2.85, -0.67)  0.214
C (1.29, -1.40, -0.30)  -0.658
N (0.41, 1.33, 1.84)  -0.002
H (-1.23, 0.91, -1.21)  0.197
O (-0.68, -0.80, 0.92)  -0.770
H (-0.69, -1.98, -2.16)  0.206
N (-0.48, 2.28, 2.22)  -0.634
H (0.06, 0.25, -2.25)  0.198
C (-0.16, -0.95, -0.33)  0.348
H (1.90, -0.70, 0.27)  0.224
H (-0.17, 0.01, 1.47)  0.463
N (1.32, 1.61, 1.06)  -0.322
H (0.52, 1.42, -1.12)  0.193
H (1.36, -2.38, 0.17)  0.205
H (1.25, 2.57, 0.67)  0.292
H (-1.21, 1.93, 2.82)  0.391
H (-2.07, -1.47, -1.17)  0.213
C (-1.06, -1.87, -1.15)  -0.635
H (-0.78, 2.94, 1.50)  0.368
C (-0.18, 0.61, -1.25)  -0.693
H (1.69, -1.48, -1.31)  0.203

2.
A 17-piece molecular cluster, C31H93N3O17 overall in a non-equilibrium geometry, computed with ωB97M-V/def2-TZVPD.

Properties
Orbital gap: 7.64 eV
Lowest unoccupied orbital energy: -0.52 eV
Net charge: 0
Highest occupied orbital energy: -0.2999 Eh

Each line ends with the Löwdin charge.
Element x y z (Å)
H (-4.74, -2.47, -1.30)  0.084
H (-4.55, 4.54, 3.89)  -0.020
N (-3.25, 0.37, -2.75)  -0.112
H (1.79, -0.73, 0.26)  0.088
O (-3.76, -2.51, 1.37)  -0.046
O (-5.29, 4.98, 4.30)  -0.054
O (-2.51, 6.15, 2.00)  -0.122
H (-1.04, -0.43, 6.32)  0.049
H (0.70, 3.16, 2.18)  0.038
H (3.32, 1.14, -3.59)  0.088
H (-1.30, 2.13, 1.50)  0.025
H (2.03, 7.42, -2.05)  0.089
C (1.35, -6.47, 0.66)  -0.458
O (1.24, 7.21, -1.54)  -0.071
H (1.69, -6.41, -3.39)  0.083
C (-4.72, -1.46, -1.70)  -0.029
C (3.21, -0.48, -1.23)  -0.173
H (1.99, 4.09, -0.68)  0.033
C (-1.51, 0.85, -4.55)  -0.028
H (3.29, 3.03, 1.44)  0.068
C (5.86, 1.14, 1.69)  -0.071
H (3.26, 3.16, 4.45)  0.068
H (-5.63, 2.66, -0.81)  0.000
H (-0.41, -5.28, 0.22)  0.126
H (3.40, -7.10, 1.54)  0.060
H (-5.63, 5.56, 3.62)  0.037
H (-1.68, 0.74, 1.96)  0.051
H (-0.01, -0.58, 5.23)  0.049
C (4.69, 1.35, 0.74)  -0.438
H (0.13, -7.34, 2.21)  0.085
H (1.96, 0.95, -0.16)  0.100
C (-3.37, -1.07, -2.40)  -0.470
C (-0.77, -0.90, -1.79)  -0.154
O (-4.36, 0.92, -3.42)  -0.006
H (3.82, 3.28, -0.09)  0.048
H (6.78, 1.73, 1.72)  0.077
H (-2.61, 4.22, 5.16)  0.047
H (-0.52, 1.23, -4.79)  0.088
O (-3.23, -0.78, 3.71)  -0.033
O (-6.00, 2.00, 2.58)  -0.044
H (4.71, -6.02, -1.64)  0.072
C (-3.84, 4.44, 0.91)  -0.071
O (-2.41, 3.95, 4.26)  -0.038
O (-1.78, 1.35, 1.23)  -0.030
H (4.73, -0.78, -3.57)  0.079
H (-4.64, 4.26, 1.63)  0.069
O (2.45, 2.66, 4.35)  -0.029
C (0.53, -5.20, 0.75)  -0.166
H (6.27, 0.15, 1.84)  0.083
H (-0.35, -1.38, -2.68)  0.095
H (-2.28, -2.09, -3.99)  0.070
H (6.93, 1.56, -0.68)  0.101
H (4.01, 2.43, -2.62)  0.082
H (-3.75, -1.39, -4.45)  0.068
H (3.01, 0.51, 2.01)  0.098
H (0.42, -4.81, 1.76)  0.135
H (2.56, 1.70, -2.21)  0.058
C (1.24, -4.11, 0.03)  -0.197
C (2.67, -6.16, -2.99)  -0.042
H (-3.23, 1.20, 0.43)  -0.028
H (-2.23, 5.86, 0.19)  0.104
H (-1.17, 2.87, -2.42)  0.061
H (2.93, -5.57, 2.20)  0.070
H (-6.29, 1.23, 3.07)  0.025
H (0.28, 0.81, -2.54)  0.096
H (-5.65, -1.33, -2.24)  0.090
C (2.53, -5.73, -1.50)  -0.460
H (2.14, -3.60, -1.98)  0.100
C (3.65, 0.27, 1.16)  -0.089
H (-4.09, 0.56, -0.64)  -0.012
H (-5.12, 2.30, -2.19)  -0.020
H (2.17, -7.05, 2.66)  0.061
H (-3.94, -0.17, 3.91)  0.023
H (-3.93, 6.52, 0.47)  0.110
H (-3.73, -1.81, 2.02)  -0.013
H (2.90, -5.21, -3.48)  0.080
C (-2.15, 2.54, -2.76)  -0.028
C (2.53, -6.50, 1.80)  -0.019
H (2.15, 4.85, -2.19)  0.070
C (4.17, 2.81, 0.83)  -0.015
H (1.21, 2.29, 3.31)  -0.037
H (0.91, 6.48, 0.27)  0.109
H (0.73, -3.14, 0.03)  0.094
H (5.63, -1.19, -2.06)  0.072
C (3.55, 1.45, -2.57)  -0.054
H (-5.36, 1.67, 1.95)  -0.004
C (5.27, -0.39, -2.71)  -0.017
C (0.35, -7.46, 1.15)  -0.081
C (-0.70, 0.59, -2.12)  -0.116
C (-3.31, -1.98, -3.65)  -0.038
O (6.13, 1.84, -1.14)  -0.010
H (4.22, -5.77, 0.04)  0.052
H (2.16, -3.97, 0.59)  0.100
H (-0.68, 1.11, -1.16)  0.089
H (-2.21, 5.32, 2.38)  0.026
H (-4.94, 2.57, 5.39)  0.029
O (-4.13, 1.17, 0.10)  -0.057
H (2.60, 6.47, -0.10)  0.103
C (4.31, 0.44, -1.76)  -0.476
C (-1.94, 1.04, -3.09)  -0.416
H (3.36, -6.97, -3.20)  0.077
H (4.17, -4.41, -0.95)  0.070
H (0.00, -1.05, -1.04)  0.072
O (-5.68, 2.93, -1.73)  -0.061
H (-4.42, -3.12, 1.70)  0.037
H (-4.17, 0.76, -4.35)  0.088
H (-2.27, 1.33, -5.17)  0.076
C (4.00, -5.49, -0.99)  -0.015
N (5.17, 0.99, -0.67)  -0.121
H (-3.94, -2.86, -3.72)  0.086
H (5.62, 1.38, 2.73)  0.079
H (5.06, 3.45, 0.92)  0.082
O (-0.93, -0.36, 5.37)  -0.032
H (-0.68, -7.40, 0.80)  0.087
C (1.64, -4.41, -1.45)  -0.101
H (2.99, -8.23, -0.62)  0.090
H (-2.69, -0.80, 4.50)  0.005
C (-2.22, -1.50, -1.45)  -0.088
H (2.48, -0.64, -2.02)  0.108
H (2.05, 2.68, 5.22)  0.066
H (-2.20, -2.59, -1.48)  0.116
H (-3.07, 3.66, 0.95)  0.054
H (-1.51, -0.19, -4.86)  0.068
H (-2.69, 2.75, -1.83)  0.072
H (0.59, 4.75, -1.63)  0.061
H (-4.23, 4.23, -0.08)  0.056
H (-2.40, -1.20, -0.41)  0.091
C (1.62, 6.32, -0.55)  -0.315
H (4.15, -0.65, 1.47)  0.109
H (0.74, -4.62, -2.03)  0.112
O (-4.21, 1.97, 5.51)  -0.043
H (-4.62, 1.12, 5.67)  0.027
C (-3.16, 5.81, 0.75)  -0.252
H (0.71, -8.48, 1.01)  0.086
H (-2.08, 3.05, 4.34)  0.029
O (2.12, -8.11, -1.00)  0.005
H (-4.77, -0.88, -0.78)  0.052
H (3.59, -1.50, -1.13)  0.105
N (1.80, -6.75, -0.73)  -0.108
O (0.48, 2.38, 2.69)  -0.053
C (2.52, 0.04, 0.02)  -0.133
C (1.60, 4.93, -1.25)  -0.074
H (6.20, 0.07, -3.05)  0.073
H (-2.53, 3.20, -3.53)  0.089

3.
C54H49AsF5N3O5P2S4Tl as an isolated structure in a non-equilibrium geometry, computed with ωB97M-V/def2-TZVPD.

Properties
Orbital gap: 6.34 eV
Lowest unoccupied orbital energy: 1.63 eV
Net charge: -1
Highest occupied orbital energy: -0.1732 Eh

Each line ends with the Löwdin charge.
Element x y z (Å)
C (0.82, -0.37, 3.81)  -0.267
C (-2.81, 0.84, -3.02)  -0.524
H (5.08, 1.02, 2.17)  0.108
H (0.71, -5.20, -1.82)  0.098
C (-4.97, 2.94, 1.84)  -0.056
C (0.57, -1.55, 6.27)  -0.145
H (-3.81, 2.70, -3.24)  0.116
C (2.05, -2.27, -2.90)  -0.377
H (-1.69, 2.91, 2.16)  0.120
H (3.59, -0.10, 3.57)  0.096
H (4.56, -4.05, 4.88)  0.097
H (-5.65, 3.81, 0.01)  0.123
C (4.24, -3.83, 2.77)  -0.094
C (3.28, 1.11, 1.00)  -0.371
C (3.88, -0.15, -2.59)  -0.341
C (-3.20, 1.96, -3.73)  -0.050
H (3.08, -4.42, -5.29)  0.100
N (-2.49, 1.25, 3.90)  -0.111
C (-2.81, 2.14, -5.05)  -0.210
C (0.28, 2.60, -4.08)  -0.078
H (1.50, 1.30, -6.94)  0.103
H (4.09, -0.22, -3.66)  0.069
C (-1.96, -0.15, -3.60)  -0.717
C (4.28, 3.00, 2.10)  -0.082
C (0.69, 1.61, -3.21)  -0.113
S (-3.59, 0.59, -1.46)  1.043
H (-1.42, -6.32, 0.99)  0.030
C (4.29, 1.65, 1.79)  -0.105
C (-3.14, 3.31, -5.76)  -0.212
H (-1.18, -5.13, 2.31)  0.020
C (2.68, -2.74, -4.04)  -0.092
H (-3.20, 0.53, 2.15)  0.117
O (-2.11, -2.49, 0.67)  -0.639
C (4.91, -0.69, -0.33)  -0.325
C (0.59, 2.50, -5.43)  -0.105
S (-4.02, 1.83, 4.19)  0.645
C (4.33, -3.36, 4.08)  -0.091
P (3.23, -0.67, 0.52)  1.007
C (-4.73, 6.33, 0.20)  -0.042
H (0.42, 1.68, -2.16)  0.085
S (-1.31, -1.47, -2.77)  0.633
F (1.00, 1.75, 4.81)  0.089
H (-5.39, 1.96, 1.66)  0.119
H (-2.79, -5.55, -1.63)  0.032
C (2.29, 1.95, 0.50)  -0.129
C (-1.59, 1.94, 1.67)  -0.069
O (-4.94, 0.78, 3.87)  -0.284
H (-3.43, 6.39, 2.58)  0.111
H (1.79, -6.00, -3.90)  0.099
C (1.71, 0.41, -5.01)  -0.085
H (-1.74, -4.15, -2.00)  -0.023
H (4.38, -4.88, 2.55)  0.101
C (2.29, 3.30, 0.79)  -0.075
H (4.49, -2.10, -1.91)  0.092
C (0.74, -0.16, 6.19)  -0.142
H (4.14, -1.68, 5.38)  0.105
H (2.24, -0.44, -5.39)  0.087
H (4.03, 0.90, -2.30)  0.089
H (5.37, 0.30, -0.23)  0.077
F (0.46, -2.13, 7.49)  0.097
H (-4.34, 7.27, 0.59)  0.073
C (-2.63, -4.48, -1.47)  -0.214
H (-1.75, 1.76, 4.36)  0.106
C (0.85, 0.41, 4.94)  -0.161
C (-2.04, 1.12, -5.68)  -0.202
O (-4.01, 2.37, 5.52)  -0.297
C (-3.72, 4.40, 3.29)  -0.063
O (-2.36, 0.84, -0.25)  -0.459
F (0.38, -3.65, 5.27)  0.062
C (-5.12, 3.98, 0.93)  -0.038
C (0.65, -1.77, 3.83)  -0.590
H (-3.47, -3.91, -1.85)  0.036
As (-2.44, -4.05, 0.43)  0.955
H (-1.60, -0.06, 2.55)  0.093
H (3.30, 4.88, 1.83)  0.099
C (1.36, -3.18, -2.09)  -0.165
C (1.26, -4.51, -2.45)  -0.085
S (0.63, -2.72, 2.44)  0.634
H (-4.16, -4.22, 2.27)  0.038
H (3.26, -2.08, -4.67)  0.090
C (1.29, 1.40, -5.89)  -0.093
H (0.27, 3.26, -6.12)  0.110
H (1.53, 3.95, 0.38)  0.106
C (4.10, -2.03, 4.35)  -0.083
C (3.29, 3.83, 1.60)  -0.089
H (-4.35, -5.57, 1.12)  0.028
F (0.97, 0.25, 2.60)  -0.031
C (-2.23, 0.83, 2.54)  -0.214
H (0.89, -2.85, -1.17)  0.030
C (3.94, -2.94, 1.76)  -0.160
O (-2.63, 3.06, -0.19)  0.092
C (0.52, -2.32, 5.13)  -0.237
H (5.83, -0.99, -2.24)  0.107
C (1.44, 0.52, -3.65)  -0.368
N (-3.38, 4.28, -6.33)  0.156
C (1.87, -4.96, -3.61)  -0.086
H (-0.16, -5.06, 0.88)  0.004
H (-1.04, -0.75, -5.44)  0.116
P (2.08, -0.53, -2.28)  0.945
H (1.51, 1.53, -0.13)  0.033
C (-1.17, -5.29, 1.23)  -0.235
C (3.73, -1.59, 2.02)  -0.403
H (-4.20, 6.08, -0.71)  0.087
C (-4.27, 3.16, 3.01)  -0.285
H (5.06, 3.42, 2.72)  0.101
H (5.55, -1.41, 0.18)  0.079
F (0.80, 0.59, 7.31)  0.090
H (3.84, -3.29, 0.74)  0.102
C (-2.25, 2.04, 0.31)  -0.593
C (-3.87, 5.43, 2.37)  -0.027
C (-1.64, 0.02, -4.96)  -0.068
C (4.82, -1.06, -1.81)  -0.316
H (-0.53, 1.73, 1.53)  0.080
C (-1.66, 1.27, -7.02)  -0.202
H (-3.19, 4.54, 4.21)  0.115
C (-4.17, -4.50, 1.22)  -0.204
C (2.59, -4.07, -4.39)  -0.083
C (3.79, -1.14, 3.33)  -0.107
H (-4.96, -3.94, 0.72)  0.035
C (-4.57, 5.23, 1.19)  -0.271
H (-5.78, 6.47, -0.06)  0.082
N (-1.33, 1.38, -8.12)  0.189
H (-0.30, 3.44, -3.72)  0.113
Tl (-0.17, -0.84, 0.11)  0.688